# 1
{
  "formula": "C9H14OS3",
  "method": "ωB97M-V/def2-TZVPD",
  "e_tot_ha": -1620.9653,
  "homo_energy_ev": [-6.93, -6.91],
  "total_charge": 0,
  "lumo_energy_ev": [-0.2, -0.2],
  "relative_energy_kj_mol": 252.2,
  "symbols": ["C", "C", "C", "C", "C", "C", "C", "C", "C", "O", "S", "S", "S", "H", "H", "H", "H", "H", "H", "H", "H", "H", "H", "H", "H", "H", "H"],
  "xyz": [[0.563566, -0.010046, 1.060851], [-0.196854, 0.695935, 3.261246], [0.160341, -0.407158, 2.267473], [1.463724, -0.675428, -3.162076], [1.757963, 0.604604, -2.315783], [0.700385, -1.686278, -2.548729], [-0.924540, 0.309825, -1.497678], [-0.022254, -1.761299, 2.704692], [-2.295324, 1.871626, 0.464687], [-0.797476, 0.417501, 4.275028], [0.208179, 1.562465, -2.036653], [-0.704020, -1.343774, -1.742204], [-2.483740, 0.790414, -1.002310], [0.587763, 1.113638, 0.937502], [-0.069732, 1.737102, 2.811600], [0.894572, -0.327687, -4.038307], [2.484283, -0.966188, -3.514024], [2.151523, 0.265158, -1.398796], [2.175030, 1.327804, -2.960411], [1.032601, -2.701266, -2.661781], [0.843457, -0.606860, 0.179495], [0.137233, -2.711209, 2.027167], [0.505157, -1.935723, 3.612808], [-1.049622, -1.678812, 3.020813], [-1.821643, 1.233177, 1.173619], [-3.234718, 2.003411, 0.958086], [-2.065855, 2.879067, 0.123686]],
  "forces_ev_per_a": [[0.23, 1.98, -0.01], [-1.11, -1.09, -1.29], [1.65, 1.66, -1.24], [1.99, 2.81, -1.88], [-3.24, -0.72, -0.85], [-1.31, -1.18, 1.47], [1.51, -0.86, -0.82], [-0.78, -2.79, -0.37], [-0.73, -0.50, -0.97], [0.75, 0.89, -0.21], [-0.24, -0.74, 0.41], [0.07, 0.54, 0.25], [-1.82, 0.27, -0.06], [0.18, -1.31, -0.26], [0.12, -0.67, 0.91], [0.47, 0.12, -0.15], [-0.91, -0.39, 0.16], [1.16, 0.43, 0.89], [1.77, 0.57, -0.12], [-0.55, -0.42, 0.35], [-0.16, 0.10, 0.96], [-0.28, 2.41, 0.85], [0.57, -0.22, 0.82], [-0.76, -1.02, 0.29], [1.51, 0.59, 0.55], [-1.27, -0.22, -0.28], [1.17, -0.23, 0.58]],
  "nbo_charge": [-0.343, 0.408, -0.129, -0.467, -0.504, -0.601, -0.791, -0.658, -0.767, -0.523, 0.262, 0.737, 0.282, 0.198, 0.120, 0.225, 0.227, 0.223, 0.235, 0.249, 0.206, 0.226, 0.231, 0.239, 0.238, 0.237, 0.238]
}

# 2
{
  "formula": "C7H12N3O2S",
  "method": "ωB97M-V/def2-TZVPD",
  "e_tot_ha": -986.3989,
  "homo_energy_ev": [-13.41, -13.41],
  "total_charge": 1,
  "lumo_energy_ev": [-4.3, -4.3],
  "relative_energy_kj_mol": 521.4,
  "symbols": ["C", "C", "C", "C", "C", "C", "C", "N", "N", "N", "O", "O", "S", "H", "H", "H", "H", "H", "H", "H", "H", "H", "H", "H", "H"],
  "xyz": [[0.245959, 0.619360, 0.454107], [0.203332, -0.633585, 0.928827], [0.119484, 0.388586, -1.258165], [-1.344547, -1.255892, 2.826517], [0.134490, -1.783341, -2.495228], [0.585336, 3.134183, -2.184193], [0.099044, -1.191823, 2.276211], [0.084596, -1.567483, -0.125217], [-0.084960, -0.925724, -1.342489], [0.554389, 1.774349, 1.229657], [0.541579, 1.696532, 2.444296], [0.888586, 2.748101, 0.573429], [0.278107, 1.400434, -2.634862], [-1.388461, -1.591406, 3.793270], [-1.992498, -1.829864, 2.043851], [-1.832168, -0.380810, 2.893128], [0.409959, -1.221897, -3.306684], [0.805377, -2.581996, -2.451483], [-0.859495, -2.124631, -2.890320], [1.283147, 3.285119, -1.393225], [-0.187991, 3.591042, -1.598191], [0.732665, 3.559867, -3.275642], [0.500978, -2.219819, 2.362211], [0.672859, -0.576077, 2.872296], [-0.449766, -2.313225, 0.257897]],
  "forces_ev_per_a": [[-0.35, -1.07, -4.21], [-0.65, -1.55, -1.99], [0.42, 0.86, 4.36], [0.32, -2.30, -4.39], [-3.75, 0.08, -0.85], [-0.28, 0.37, -1.55], [-0.95, -1.47, 0.50], [1.03, 2.69, 2.35], [1.00, -0.39, 0.72], [0.54, 0.61, -0.34], [-0.24, -0.07, -0.80], [-0.22, 0.07, 0.59], [-0.15, -0.47, 0.41], [0.09, -1.73, 2.12], [0.96, 0.38, 1.80], [-1.25, 3.70, -0.15], [1.17, 1.87, -1.77], [1.06, -1.09, 1.14], [0.69, -0.22, 0.84], [1.89, -0.31, -0.61], [-1.55, 0.09, -0.75], [-0.05, -0.45, 2.62], [0.07, 0.53, -0.47], [1.25, 1.14, 1.60], [-1.02, -1.29, -1.19]],
  "nbo_charge": [-0.017, 0.272, 0.141, -0.562, -0.438, -0.743, -0.478, -0.366, -0.167, 0.516, -0.328, -0.382, 0.419, 0.239, 0.187, 0.220, 0.238, 0.255, 0.241, 0.282, 0.259, 0.274, 0.241, 0.268, 0.429]
}

# 3
{
  "formula": "C3H13BeO4",
  "method": "ωB97M-V/def2-TZVPD",
  "e_tot_ha": -437.6858,
  "homo_energy_ev": -12.81,
  "total_charge": 1,
  "lumo_energy_ev": -4.2,
  "relative_energy_kj_mol": 0.0,
  "symbols": ["Be", "C", "C", "C", "O", "H", "H", "H", "H", "H", "H", "H", "O", "H", "H", "O", "H", "H", "O", "H", "H"],
  "xyz": [[10.270000, 11.316000, 25.598000], [13.359000, 9.368000, 26.711000], [12.023000, 9.269000, 26.022000], [11.086000, 8.415000, 26.911000], [11.557000, 10.598000, 25.831000], [13.843000, 8.410000, 26.972000], [13.385000, 9.940000, 27.673000], [13.968000, 9.958000, 26.050000], [12.399000, 8.823000, 25.102000], [11.195000, 8.715000, 27.972000], [11.422000, 7.369000, 26.780000], [10.066000, 8.525000, 26.549000], [10.497000, 12.583000, 24.553000], [11.379000, 12.623000, 24.180000], [9.944000, 13.374000, 24.197000], [9.152000, 10.303000, 24.900000], [8.563000, 10.702000, 24.257000], [9.467000, 9.483000, 24.596000], [9.482000, 11.902000, 27.030000], [8.836000, 11.264000, 27.388000], [8.872000, 12.664000, 26.835000]],
  "forces_ev_per_a": [[1.40, -1.14, 0.80], [1.02, 0.64, 1.68], [0.59, 0.54, 1.79], [0.88, -0.03, -1.02], [-0.57, 0.04, -0.46], [-0.30, 0.23, -0.59], [-0.62, -0.34, -0.63], [0.76, -0.01, -0.28], [-1.27, -0.36, -0.69], [-0.24, -0.11, -0.64], [-0.46, 0.37, 0.33], [-0.32, -0.28, 0.32], [-1.98, 2.41, -0.92], [0.55, -0.02, -0.10], [1.54, -2.02, 0.95], [-1.26, 1.97, 0.71], [-0.31, -0.30, -0.40], [0.77, -1.85, -0.76], [-1.76, 0.97, -0.72], [0.58, -0.20, 0.16], [0.99, -0.52, 0.45]],
  "nbo_charge": [1.699, -0.622, 0.087, -0.634, -1.140, 0.219, 0.208, 0.213, 0.169, 0.224, 0.232, 0.168, -1.040, 0.552, 0.544, -0.997, 0.519, 0.537, -0.969, 0.525, 0.508]
}

# 4
{
  "formula": "C8H17N2O2S",
  "method": "ωB97M-V/def2-TZVPD",
  "e_tot_ha": -972.8464,
  "homo_energy_ev": -13.19,
  "total_charge": 1,
  "lumo_energy_ev": -4.2,
  "relative_energy_kj_mol": 267.1,
  "symbols": ["C", "C", "C", "C", "N", "C", "C", "N", "C", "O", "O", "C", "S", "H", "H", "H", "H", "H", "H", "H", "H", "H", "H", "H", "H", "H", "H", "H", "H", "H"],
  "xyz": [[3.859859, -1.549228, -0.173458], [3.046690, -0.317491, -0.596563], [1.843036, -0.125358, 0.318165], [0.822888, 0.887229, -0.225101], [0.260318, 1.828995, 0.752115], [-0.903340, 1.461121, 1.457696], [-2.177096, 1.419448, 0.599017], [-2.485336, 0.004749, 0.328926], [-3.373427, -0.453209, -0.770458], [-2.805040, -1.532896, -1.433242], [-2.252752, -1.121131, -2.689238], [-1.933804, -0.839845, 1.136965], [-0.918666, -0.204204, 2.321695], [3.357530, -2.466292, -0.476198], [4.003914, -1.557743, 0.906124], [4.841015, -1.520890, -0.641892], [3.701301, 0.549484, -0.510992], [2.729266, -0.458649, -1.628632], [2.178170, 0.163808, 1.315329], [1.356558, -1.097290, 0.440897], [-0.006542, 0.391249, -0.731908], [1.319076, 1.486530, -0.989430], [0.969361, 2.186039, 1.377265], [-1.060377, 2.205704, 2.234566], [-2.012487, 1.951880, -0.332277], [-3.017019, 1.811785, 1.170037], [-4.317333, -0.782195, -0.334189], [-3.573004, 0.383620, -1.433469], [-1.370319, -0.795753, -2.460034], [-2.082438, -1.909467, 1.068285]],
  "forces_ev_per_a": [[-0.08, 0.36, -0.19], [0.31, -0.49, 0.58], [-0.41, -0.41, -0.23], [0.37, 0.46, -0.03], [-0.10, -0.65, 0.10], [-0.20, 1.06, -0.05], [0.07, -0.63, 0.22], [0.00, -0.12, -0.55], [-0.24, 0.07, 0.00], [0.04, -0.08, -0.15], [-0.25, 0.25, 0.22], [0.39, 0.12, 0.49], [0.12, -0.33, 0.08], [0.00, -0.09, 0.09], [0.04, -0.08, 0.06], [0.05, -0.14, -0.02], [-0.12, 0.22, -0.31], [-0.01, 0.27, -0.14], [0.04, 0.12, 0.04], [0.00, -0.03, 0.11], [-0.05, -0.07, -0.01], [-0.03, 0.08, -0.03], [0.08, 0.11, -0.07], [0.04, -0.12, 0.15], [-0.15, 0.11, -0.05], [-0.05, 0.27, -0.15], [0.07, -0.14, 0.05], [0.12, 0.05, -0.09], [0.19, -0.16, 0.05], [-0.24, -0.02, -0.18]],
  "nbo_charge": [-0.602, -0.396, -0.422, -0.227, -0.595, -0.136, -0.256, -0.331, 0.066, -0.266, -0.396, 0.013, 0.390, 0.206, 0.205, 0.225, 0.207, 0.201, 0.206, 0.199, 0.166, 0.222, 0.389, 0.254, 0.255, 0.244, 0.220, 0.228, 0.456, 0.273]
}